a | Molecular formula: C6H16N
Method: DFT, ωB97M-V/def2-TZVPD

Geometry (Å):
C1 2.3896 1.0871 -1.8499
C2 1.3551 0.0422 -2.2009
C3 0.0463 0.0046 -1.3387
C4 0.3515 0.6107 0.0603
C5 -0.6368 0.2472 1.2016
C6 -1.3137 -1.0683 1.2478
N1 -2.1860 -1.1021 2.5710
H1 3.2324 1.1960 -2.5227
H2 1.8265 2.0298 -2.0455
H3 2.7756 1.1696 -0.8611
H4 1.7969 -0.9108 -1.8896
H5 1.0511 -0.0199 -3.2434
H6 -0.7231 0.5675 -1.9050
H7 -0.3314 -0.9999 -1.1503
H8 1.3153 0.2117 0.3914
H9 0.3307 1.7154 0.0125
H10 -0.0495 0.4205 2.1289
H11 -1.3817 1.0427 1.1860
H12 -0.6363 -1.9592 1.2710
H13 -2.0608 -1.2554 0.4642
H14 -2.9216 -1.8190 2.5712
H15 -1.5679 -1.0180 3.3775
H16 -2.6623 -0.1923 2.5236

SMILES = CCCCCC[NH3+]
Net charge = +1
Frontier orbital gap = 9.729 eV
E_HOMO = -13.45 eV

b | Molecular formula: C6H16N
Method: DFT, ωB97M-V/def2-TZVPD

Geometry (Å):
C1 -1.3330 -2.7296 -0.5242
C2 -1.2007 -1.4810 0.3006
C3 0.2718 -1.1775 0.7172
C4 0.9442 -0.1330 -0.1981
C5 0.3966 1.2550 0.1205
C6 1.2320 2.1929 0.9743
N1 -0.0648 1.9706 -1.2097
H1 -0.7343 -3.5705 -0.1608
H2 -2.3655 -3.0360 -0.6326
H3 -0.9346 -2.5900 -1.5340
H4 -1.6790 -0.6138 -0.1713
H5 -1.8065 -1.5134 1.2149
H6 0.8456 -2.1060 0.6783
H7 0.3273 -0.8501 1.7467
H8 1.9516 -0.0908 0.2389
H9 0.8964 -0.3829 -1.2552
H10 -0.5536 1.2049 0.6593
H11 0.7396 3.1643 1.0028
H12 2.2334 2.3497 0.5853
H13 1.2833 1.8046 1.9894
H14 -0.3942 2.9199 -1.0100
H15 -0.8087 1.5139 -1.7350
H16 0.7528 1.8989 -1.7973

SMILES = CCCC[C@@H](C)[NH3+]
Net charge = +1
Frontier orbital gap = 10.977 eV
E_HOMO = -14.53 eV

Q: What are the energies relative to the best structure? A: a 13.6; b 0.0, in kcal/mol.

a | Molecular formula: C6H16N
Method: DFT, ωB97M-V/def2-TZVPD

Geometry (Å):
C1 -2.7698 0.2414 -0.7670
C2 -2.3657 -0.6785 0.4115
C3 -0.9491 -0.3775 0.9164
C4 0.1654 -0.9349 -0.0083
C5 0.9569 0.1330 -0.7843
C6 1.7826 1.0783 0.0519
N1 3.0991 0.3839 0.3842
H1 -1.9276 0.8258 -1.1560
H2 -3.1986 -0.2905 -1.6073
H3 -3.5018 0.9705 -0.4446
H4 -2.4115 -1.7015 0.0544
H5 -3.0617 -0.5000 1.2259
H6 -0.8730 0.6951 1.0834
H7 -0.8336 -0.8508 1.8895
H8 0.8158 -1.5556 0.5985
H9 -0.3071 -1.5331 -0.7856
H10 1.5674 -0.3867 -1.5225
H11 0.2712 0.6514 -1.4499
H12 1.2695 1.2326 0.9926
H13 2.0640 2.0097 -0.4244
H14 3.5225 0.0703 -0.4914
H15 3.7645 0.9692 0.8892
H16 2.9205 -0.4520 0.9437

SMILES = CCCCCC[NH3+]
Net charge = +1
Frontier orbital gap = 10.641 eV
E_HOMO = -14.36 eV

b | Molecular formula: C6H16N
Method: DFT, ωB97M-V/def2-TZVPD

Geometry (Å):
C1 -0.1558 -2.4956 -0.4240
C2 0.8052 -1.5108 -0.8577
C3 1.1912 -0.2924 -0.2678
C4 -0.8862 0.4155 -0.4233
C5 1.5717 -0.1839 1.2703
C6 1.2360 -1.3850 2.2869
N1 -2.3213 4.4733 -1.8913
H1 -1.1267 -2.8274 -0.9371
H2 -0.4797 -2.3735 0.6386
H3 0.2158 -3.5616 -0.2861
H4 1.3347 -1.8973 -1.7516
H5 1.9388 0.0546 -1.0229
H6 -0.9471 0.0776 0.5971
H7 -1.3042 -0.2386 -1.1593
H8 -0.4596 1.3408 -0.8007
H9 1.0463 0.6135 1.8461
H10 2.5735 0.1747 1.3831
H11 1.0471 -2.2794 1.6857
H12 0.3093 -1.0367 2.6394
H13 1.9527 -1.1779 3.0695
H14 -2.3923 5.1149 -2.6792
H15 -3.2656 4.1253 -1.8420
H16 -1.8837 4.8698 -1.0736

Net charge = +1
Frontier orbital gap = 6.354 eV
E_HOMO = -12.32 eV

Q: What are the energies relative to the best structure? A: a 0.0; b 119.9, in kcal/mol.

a | Molecular formula: C3H5F2N
Method: DFT, ωB97M-V/def2-TZVPD

Geometry (Å):
C1 -1.1105 0.9132 0.6424
C2 -0.4863 -0.3042 0.5389
C3 0.6719 -0.7159 -0.2421
N1 -1.1466 -1.4079 1.2010
F1 -1.6696 -0.9299 2.4046
F2 -0.2542 -2.4381 1.6212
H1 -2.0067 1.1642 1.2409
H2 -0.6540 1.6611 -0.1123
H3 0.4571 -1.3903 -1.0242
H4 1.2846 -1.3029 0.3488
H5 1.0712 0.2758 -0.4902

SMILES = C=C(C)N(F)F
Frontier orbital gap = 10.507 eV
E_HOMO = -9.61 eV

b | Molecular formula: C3H5F2N
Method: DFT, ωB97M-V/def2-TZVPD

Geometry (Å):
C1 -0.1626 0.5196 1.1100
C2 0.9540 0.5758 -0.5151
C3 -0.0372 -0.4366 -0.0207
N1 -1.1784 -0.5340 -0.7711
F1 2.2410 0.6511 -0.1573
F2 0.4887 -1.7281 0.3312
H1 0.6040 0.3935 1.9566
H2 -0.8319 1.2193 1.2270
H3 0.6031 1.3172 -1.1422
H4 -0.9982 -0.7194 -1.7464
H5 -1.6826 -1.2584 -0.2721

Frontier orbital gap = 9.928 eV
E_HOMO = -8.99 eV

Q: What are the energies relative to the best structure? A: a 45.6; b 0.0, in kcal/mol.

a | Molecular formula: CHF2NO3
Method: DFT, ωB97M-V/def2-TZVPD

Geometry (Å):
C1 -0.1388 0.4805 -0.3493
N1 1.0236 -0.3630 0.0936
O1 1.7501 0.1709 0.9000
O2 1.2055 -1.4495 -0.3462
O3 -1.6993 -0.0500 0.8361
F1 0.1668 1.7116 0.0097
F2 -0.5588 0.3919 -1.5775
H1 -1.7490 -0.8923 0.4337

Frontier orbital gap (spin up / spin down) = 9.998 / 10.000 eV
E_HOMO (spin up / spin down) = -11.91 / -11.92 eV

b | Molecular formula: CHF2NO3
Method: DFT, ωB97M-V/def2-TZVPD

Geometry (Å):
O1 0.9791 -0.5453 -1.2731
N1 -0.0945 -0.7520 -0.6905
O2 -0.9545 -1.5340 -1.0276
C1 -0.1934 0.1589 0.5614
O3 0.9681 0.6306 0.8552
F1 -1.1860 1.2154 -0.1260
F2 -0.9381 -0.3415 1.5497
H1 1.4193 1.1679 0.1509

SMILES = O=[N+]([O-])C(O)(F)F
Frontier orbital gap = 11.216 eV
E_HOMO = -12.07 eV

Q: What are the energies relative to the best structure? A: a 53.6; b 0.0, in kcal/mol.

a | Molecular formula: CHF2NO3
Method: DFT, ωB97M-V/def2-TZVPD

Geometry (Å):
C1 -1.0737 1.6680 2.3467
N1 -1.6623 0.7087 1.5994
O1 -1.5570 -0.4345 1.9470
O2 -2.1535 1.0174 0.4573
O3 -0.6314 0.3224 -0.5200
F1 -1.0838 2.9848 2.1239
F2 -0.3073 1.2886 3.3634
H1 -0.6531 -0.5872 -0.1864

Frontier orbital gap (spin up / spin down) = 7.938 / 9.191 eV
E_HOMO (spin up / spin down) = -10.53 / -10.44 eV

b | Molecular formula: CHF2NO3
Method: DFT, ωB97M-V/def2-TZVPD

Geometry (Å):
C1 0.3075 0.3475 -0.2152
N1 -1.1606 0.1033 0.0794
O1 -1.5415 0.7189 1.0145
O2 -1.7604 -0.6591 -0.6311
O3 0.9972 -1.2538 0.4830
F1 0.4714 0.3115 -1.5351
F2 0.8025 1.2995 0.3811
H1 1.8839 -0.8678 0.4233

Frontier orbital gap = 10.999 eV
E_HOMO = -11.89 eV

Q: What are the energies relative to the best structure? A: a 69.5; b 0.0, in kcal/mol.

a | Molecular formula: C10H12NOP
Method: DFT, ωB97M-V/def2-TZVPD

Geometry (Å):
C1 0.3639 -2.5054 -1.6978
C2 0.0043 -1.4109 -1.0024
P1 -1.7192 -0.5554 -1.0551
O1 -2.5217 -1.3619 -1.9933
C3 0.9259 -0.9059 -0.0103
C4 1.1418 0.5419 -0.0455
C5 2.0223 1.1690 0.7941
C6 2.6060 0.3710 1.8408
C7 2.5360 -1.0110 1.7930
C8 1.7372 -1.6626 0.8471
H1 -0.2072 -2.8941 -2.4278
H2 1.2659 -3.0711 -1.6236
H3 0.6114 1.2452 -0.7688
H4 2.1650 2.3200 0.7015
H5 3.2738 0.8347 2.6302
H6 3.0878 -1.7536 2.4855
H7 1.8157 -2.6847 0.9803
C9 -1.9612 -2.3588 1.0083
C10 -2.3291 -1.3012 1.4832
H8 -1.7809 -3.0830 0.2633
H9 -2.5433 -0.6356 2.2665
N1 -1.7956 3.4248 -1.7850
H10 -2.1609 2.9640 -2.6325
H11 -2.0500 2.8649 -1.0064
H12 -2.2213 4.3501 -1.6967

SMILES = C=C(P=O)c1ccccc1.C#C.N
Frontier orbital gap = 8.303 eV
E_HOMO = -8.69 eV

b | Molecular formula: C10H12NOP
Method: DFT, ωB97M-V/def2-TZVPD

Geometry (Å):
C1 -1.2520 -3.0548 0.3431
C2 -1.8936 -2.2922 1.3246
C3 -0.1911 -2.4369 -0.3309
C4 -1.4265 -1.0484 1.6859
C5 0.3024 -1.2089 0.0493
C6 -0.2680 -0.5497 1.1270
C7 1.5984 -0.7327 -0.6262
C8 1.9609 0.4332 -0.9701
C9 2.9015 1.4588 -1.3534
C10 -1.9043 2.2400 0.0908
N1 0.1370 0.7127 1.6023
O1 0.2278 3.2451 1.7534
P1 -0.0307 2.1427 0.7226
H1 -1.5961 -4.0919 0.3951
H2 -2.7896 -2.7602 1.6720
H3 0.5030 -2.9693 -1.0439
H4 -1.7337 -0.5637 2.5554
H5 2.3222 -1.6086 -0.8709
H6 2.6984 2.3820 -0.8209
H7 3.0185 1.5047 -2.4543
H8 3.9306 1.1196 -0.9759
H9 -2.2371 3.0352 0.7972
H10 -1.6259 2.4997 -0.9262
H11 -2.3675 1.2292 0.2553
H12 -0.4198 0.9384 2.5087

Frontier orbital gap (spin up / spin down) = 6.594 / 8.244 eV
E_HOMO (spin up / spin down) = -7.80 / -8.27 eV

c | Molecular formula: C10H12NOP
Method: DFT, ωB97M-V/def2-TZVPD

Geometry (Å):
C1 -3.4487 0.2003 -0.0889
C2 -3.2341 1.4866 0.2727
C3 -2.4255 -0.7634 0.1097
C4 -2.0049 1.8957 0.6946
C5 -1.1073 -0.3441 0.4965
C6 -0.9372 1.0228 0.7050
C7 -0.0387 -1.3709 0.6555
C8 1.2718 -1.2763 0.5620
C9 2.3110 -2.2257 0.9334
C10 1.6734 1.1849 -1.5795
N1 0.3185 1.5014 0.8060
O1 2.8602 1.7214 0.8723
P1 1.7631 0.9719 0.2773
H1 -4.4658 -0.1852 -0.4493
H2 -3.9796 2.3409 0.1416
H3 -2.6838 -1.8384 -0.1133
H4 -1.7031 2.9323 0.6654
H5 -0.4328 -2.4468 0.7454
H6 1.8518 -3.0891 1.4382
H7 3.0344 -1.9208 1.6563
H8 2.8378 -2.5831 0.0192
H9 0.5879 0.9073 -1.7612
H10 1.7781 2.3302 -1.5937
H11 2.5040 0.9065 -2.3709
H12 0.4414 2.3921 1.3430

Frontier orbital gap = 9.191 eV
E_HOMO = -8.43 eV

Q: What are the energies relative to the best structure? A: a 73.8; b 65.6; c 0.0, in kcal/mol.

a | Molecular formula: C2H10NOSi
Method: DFT, ωB97M-V/def2-TZVPD

Geometry (Å):
C1 -2.8620 0.8778 0.3539
C2 2.6776 0.3119 0.1142
N1 1.5273 -0.5122 -0.3650
O1 -1.9449 -0.1446 0.4892
Si1 -0.8924 -1.1903 0.0073
H1 -2.7341 1.7222 1.0232
H2 -3.7998 0.5359 0.7238
H3 -2.8486 1.1870 -0.7198
H4 2.3281 1.1469 0.7833
H5 3.1425 0.7852 -0.8009
H6 -0.5444 -1.8443 1.1765
H7 2.1123 -1.3458 -0.7507
H8 1.1065 0.0267 -1.2279
H9 -0.6726 -1.1841 -1.4686
H10 3.4046 -0.3722 0.6615

Net charge = +1
Frontier orbital gap = 10.520 eV
E_HOMO = -15.07 eV

b | Molecular formula: C2H10NOSi
Method: DFT, ωB97M-V/def2-TZVPD

Geometry (Å):
C1 -1.6428 0.0777 0.4286
C2 0.2624 -1.1741 0.9777
N1 -1.2712 0.2695 -0.9476
O1 1.0144 -0.7393 0.0343
Si1 2.1813 0.5602 0.0623
H1 -1.5743 0.9125 1.0844
H2 -2.3403 -0.7512 0.7010
H3 0.4665 -0.8349 1.9975
H4 -0.0330 -2.2273 0.8993
H5 -2.1137 0.6792 -1.4045
H6 -0.9017 -0.6201 -1.3634
H7 -0.4821 0.8691 -0.9121
H8 1.0944 1.5370 0.0777
H9 2.8371 0.0397 -1.0791
H10 2.9412 0.6553 1.3957

Net charge = +1
Frontier orbital gap = 9.174 eV
E_HOMO = -12.65 eV

c | Molecular formula: C2H10NOSi
Method: DFT, ωB97M-V/def2-TZVPD

Geometry (Å):
N1 1.3027 1.2794 0.3564
C1 0.6083 1.1205 -0.9473
C2 -0.0417 -0.2737 -0.8862
O1 -0.4814 -0.4428 0.4327
Si1 -1.5010 -1.6274 1.0349
H1 1.3482 2.2460 0.6869
H2 2.2441 0.8745 0.3499
H3 0.6663 0.6784 0.9675
H4 -0.1663 1.8843 -1.0219
H5 1.2904 1.2143 -1.7897
H6 -0.8710 -0.3374 -1.5926
H7 0.6851 -1.0544 -1.1360
H8 -1.4893 -1.1101 2.3930
H9 -0.8345 -2.9103 0.8443
H10 -2.7598 -1.5412 0.3082

SMILES = [NH3+]CCO[SiH3]
Net charge = +1
Frontier orbital gap = 11.483 eV
E_HOMO = -14.97 eV

Q: What are the energies relative to the best structure? A: a 41.0; b 80.1; c 0.0, in kcal/mol.